No. 1
Below is C12H17BIrN4O5S2 as an isolated structure in a non-equilibrium geometry, with properties calculated with ωB97M-V/def2-TZVPD.

The value obtained for the calculated total energy is -54089.61089 eV. The value obtained for the energy above the lowest of the compared OMol25 structures with the same formula, charge and spin is 21.5 kcal per mole. Its net charge is +2. As for the expectation value of S²: 0.77. Its spin multiplicity is 2.

CARTESIAN COORDINATES (ANGSTROEM)
Ir 0.40680 -0.01066 0.12968
S 2.49670 0.55281 -0.23842
S 0.55399 -2.19075 0.09485
O -2.57961 -0.74555 3.23230
O -0.59522 2.00360 -0.15462
O 0.85040 1.83524 1.90420
O -1.99879 -0.41588 1.01170
O -2.00990 3.48839 0.74928
N 1.49448 -2.55671 -2.50241
N -0.49734 -3.36953 -2.12936
N 2.88824 1.70964 -2.70151
N 2.93000 -0.47430 -2.74334
C 3.16479 -0.02495 -4.01373
C -2.30125 -0.59345 2.12964
C 2.76512 3.08369 -2.22085
C 2.75768 0.59238 -1.96383
C -0.17732 -3.67067 -3.42888
C 3.14278 1.33525 -3.99437
C 0.90867 0.57741 2.30230
C -0.97652 2.70329 0.77702
C -0.27529 2.66910 2.12984
C 0.53317 -2.69178 -1.59124
C -1.73625 -3.75098 -1.45344
C 1.05993 -3.16133 -3.65486
B 2.93740 -1.97782 -2.26524
H -2.22901 -2.86762 -1.05416
H -0.97102 2.27347 2.87499
H -1.52516 -4.45235 -0.64937
H 0.13054 0.16844 2.93885
H -0.84328 -4.22798 -4.06380
H 3.49182 3.27268 -1.43477
H -2.44780 3.48904 -0.12115
H 0.10868 3.63459 2.45150
H 1.68042 -3.21262 -4.53169
H 3.36488 -0.70199 -4.82518
H 2.95870 3.75345 -3.05296
H -2.38551 -4.22668 -2.18169
H 3.30320 2.05915 -4.77391
H 3.16236 -2.00100 -1.08851
H 3.71513 -2.58730 -2.93514
H 1.75794 3.25588 -1.84738
H 1.88350 0.11531 2.25565

Atomic forces in eV per Å
-0.2 0.2 0.5
0.3 0.1 -0.2
0.2 -0.3 0.2
0.0 0.0 -0.1
-0.3 -0.1 -0.1
0.9 1.3 1.6
0.1 0.2 -0.1
0.1 0.1 -0.1
0.1 -0.2 0.0
0.0 0.0 -0.1
-0.1 0.0 -0.1
0.1 0.0 0.0
0.0 0.0 0.0
-0.1 -0.1 0.1
0.0 0.0 0.0
-0.2 -0.1 0.0
0.0 0.0 0.0
0.0 0.0 0.0
-0.9 -1.3 -2.7
0.0 0.0 0.3
0.0 -0.7 -0.5
-0.2 0.1 0.0
0.0 0.0 0.0
0.0 0.0 0.0
0.0 0.1 0.0
0.0 0.0 0.0
0.1 0.0 0.1
0.0 0.0 0.0
0.1 0.1 0.3
0.0 0.0 0.0
0.0 0.0 0.0
0.0 0.0 0.0
-0.2 0.1 -0.1
0.0 0.0 0.0
0.0 0.0 0.0
0.0 0.0 0.0
0.0 0.0 0.0
0.0 0.0 0.0
0.0 0.0 0.0
0.0 0.0 -0.1
0.0 0.0 0.0
0.2 0.3 0.8

***

No. 2
Below is one molecule with the formula C25H31N3O2, with properties calculated with ωB97M-V/def2-TZVPD.

As for the SMILES: CN(Cc1ccccc1)C[C@@H](O)COc1ccc(CNCCc2ccncc2)cc1. The value obtained for the calculated total energy is -34992.97664 eV. The value obtained for the energy above the lowest of the compared OMol25 structures with the same formula, charge and spin is 57.2 kcal per mole. Its net charge is 0.

CARTESIAN COORDINATES (ANGSTROEM)
O -1.01689 -0.70409 -1.83025
O -2.04093 -3.12725 -0.00048
N -0.21625 -4.67232 -1.16024
N -1.01626 6.76843 -1.90410
N 0.46230 3.04659 3.10056
C -1.95680 -2.97320 -1.39452
C -1.07745 4.88091 0.14993
C 0.59024 0.69713 -0.89214
C -1.51255 7.06660 -0.71533
C -0.77753 -5.88129 -1.72628
C 2.58333 -1.50474 1.46102
C -0.50029 -0.14986 -0.69293
C 0.19850 4.09337 2.13762
C 1.27690 1.93530 2.62861
C -0.97205 -0.35518 0.59699
C -0.59815 -3.48309 -1.90399
C 1.22687 -4.76949 -0.96678
C -0.55467 4.56977 -1.10144
C -1.56658 6.16948 0.33827
C 1.17739 1.34302 0.17498
C 1.72111 -3.62605 -0.12092
C -1.05726 3.88076 1.26056
C 3.04178 -1.63387 0.16265
C 1.25943 -3.48388 1.18223
C 2.61070 -2.68745 -0.62462
C 0.69643 1.16497 1.46732
C 1.68642 -2.42983 1.96748
C -0.37329 0.30150 1.65714
C -2.17985 -1.49686 -1.78942
C -0.55053 5.54383 -2.08545
H 2.25082 2.34830 2.34881
H -2.93223 -1.06761 -1.11918
H -0.75179 0.13495 2.65635
H 0.08017 5.03286 2.69009
H -0.64546 -3.65594 -2.98874
H -1.94594 3.98835 1.88731
H 2.97213 -2.78314 -1.63930
H 1.42162 -5.71346 -0.44776
H 1.42057 1.26826 3.48414
H 1.76632 -4.79304 -1.92854
H 2.92255 -0.68484 2.07549
H 0.95582 0.83522 -1.89812
H -1.38617 -3.80851 0.23052
H -0.55613 -6.72248 -1.07013
H -0.40978 2.70500 3.49105
H -0.15565 5.33761 -3.07216
H 0.56612 -4.21039 1.58056
H 3.73580 -0.91160 -0.24062
H -1.78195 -1.03987 0.78609
H -2.77607 -3.55104 -1.85635
H -0.37991 -6.10290 -2.72813
H 1.07650 4.19409 1.49481
H -1.04075 2.87212 0.84613
H -1.88539 8.07714 -0.60646
H 1.32130 -2.33104 2.97884
H 2.01871 1.99958 0.00248
H -2.55969 -1.46501 -2.81465
H -0.16638 3.58157 -1.29910
H -1.85834 -5.77419 -1.79764
H -1.98593 6.46420 1.28877
H 0.14507 -2.70741 -1.71104

Atomic forces in eV per Å
0.3 0.2 0.1
-0.1 0.1 0.3
0.1 -0.1 -0.1
0.0 0.4 -0.4
-0.1 -0.1 0.4
0.0 0.2 -0.4
-0.1 0.1 -0.1
-0.2 -0.1 -0.1
-0.1 0.1 0.3
0.0 0.0 0.0
0.1 0.0 0.0
0.2 0.2 0.0
-0.2 0.1 0.0
-0.1 0.0 0.0
-0.3 -0.1 -0.1
-0.2 0.2 0.2
0.0 0.0 0.1
-0.1 0.1 0.1
0.1 -0.1 -0.1
-0.1 -0.1 0.2
0.2 0.0 -0.1
0.3 0.0 0.1
0.1 0.1 0.1
0.1 0.0 0.0
0.0 -0.1 0.0
0.1 0.0 0.0
0.0 -0.1 0.1
0.2 0.2 -0.1
-0.3 -0.6 0.0
0.1 -0.3 0.0
0.0 -0.1 0.0
0.0 0.0 -0.1
-0.1 0.0 0.1
0.1 0.0 -0.2
0.1 0.0 0.0
0.0 0.0 0.0
0.0 0.0 -0.1
0.0 0.0 -0.1
0.1 0.0 -0.1
0.0 0.0 0.1
0.0 0.1 0.1
0.0 0.0 -0.1
0.0 0.0 -0.1
0.0 -0.1 0.0
0.1 0.0 0.0
0.0 -0.1 -0.1
-0.1 -0.1 0.1
0.1 0.1 0.0
0.0 -0.1 0.0
0.1 0.1 0.0
0.0 0.0 0.0
0.0 0.1 0.0
-0.1 0.0 0.0
-0.1 0.1 0.1
0.0 0.0 0.1
0.1 0.1 0.0
0.0 0.0 0.1
0.0 -0.1 0.0
-0.1 -0.1 0.0
-0.1 0.0 0.1
-0.1 -0.1 -0.1

***

No. 3
Below is a 8-piece molecular cluster, C15H45N4O25P4 overall in a non-equilibrium geometry, with properties calculated with ωB97M-V/def2-TZVPD.

The value obtained for the calculated total energy is -110587.44232 eV. Its net charge is -1.

CARTESIAN COORDINATES (ANGSTROEM)
P -26.71432 20.55916 3.40677
P -31.60508 26.96048 4.84609
P -31.32109 22.09841 0.05627
P -25.45697 28.41015 6.83209
O -25.95648 29.56402 1.60926
O -27.53950 24.61558 3.52929
O -31.02654 23.56902 -0.44624
O -28.61334 23.88028 1.82132
O -24.01961 27.80697 6.54787
O -26.34843 27.56148 5.85358
O -26.86372 22.10244 -1.74707
O -31.28313 21.93362 1.48417
O -25.84681 28.44962 8.23594
O -25.42024 29.83514 6.17291
O -27.16309 19.81434 2.09007
O -22.35380 22.99294 4.08073
O -26.29057 19.37213 4.36908
O -30.31083 21.18779 -0.74409
O -25.30855 21.17222 2.98155
O -26.64535 23.36458 -3.46286
O -31.05088 25.63539 4.98960
O -27.08377 25.37650 1.54104
O -32.73591 21.76087 -0.57494
O -30.79787 28.17535 5.46478
O -32.98934 27.17614 5.56334
O -27.64618 21.53328 3.93817
O -27.93160 29.19940 2.35220
O -31.97161 27.38673 3.35601
O -22.66788 23.76462 2.11152
N -23.02712 23.57360 3.24128
N -27.10952 29.20482 1.47431
N -27.76149 24.61925 2.31433
N -26.52479 23.14313 -2.30376
C -33.90754 21.82245 0.25313
C -23.03358 27.49461 7.56951
C -33.60652 28.43839 5.55736
C -31.07918 27.07168 2.29539
C -26.78210 26.25726 6.28693
C -30.47945 20.82666 -2.09394
C -25.08451 30.00138 4.80291
C -25.92365 24.15139 -1.37338
C -27.59846 28.87996 0.10150
C -27.37676 20.58322 0.89855
C -29.43343 28.46046 5.12024
C -24.41214 24.00142 3.62052
C -29.73733 23.88063 -0.95626
C -24.13766 20.35697 2.83416
C -27.26054 18.94585 5.32123
H -26.68038 26.05314 7.35272
H -30.51862 19.73351 -2.17112
H -33.70644 22.25171 1.22901
H -27.82375 26.07692 6.02127
H -22.69530 26.47247 7.39840
H -25.93864 30.00884 4.12173
H -31.39671 21.20979 -2.53255
H -27.60937 27.78714 0.08332
H -26.56168 24.17786 -0.48708
H -26.82669 19.02963 6.31972
H -29.00745 27.81255 4.34757
H -29.58685 21.11441 -2.65186
H -30.34605 26.31889 2.59700
H -28.79465 28.54826 5.98992
H -24.64853 30.99812 4.70469
H -29.86020 24.25971 -1.97625
H -28.62690 29.21049 0.06895
H -23.54315 27.47652 8.53489
H -30.61484 27.96458 1.88268
H -33.28909 29.06437 4.72614
H -24.96292 23.76620 -1.04736
H -24.34964 19.28790 2.90408
H -27.51235 21.63600 1.16186
H -34.29551 20.80536 0.36287
H -28.14313 19.58324 5.30734
H -26.53226 20.47520 0.21134
H -28.24661 20.27251 0.32536
H -29.06584 23.02359 -1.04059
H -26.22388 25.52078 5.70419
H -29.20400 24.57944 -0.31207
H -31.62782 26.55926 1.49648
H -25.88152 25.10668 -1.88038
H -26.86674 29.25563 -0.60047
H -24.83193 23.21256 4.22487
H -34.68698 28.29661 5.55360
H -24.32897 24.97547 4.08873
H -23.38016 20.62587 3.56259
H -23.78750 20.51329 1.81031
H -29.37742 29.42600 4.59439
H -24.95697 24.05174 2.68591
H -22.21604 28.19835 7.47595
H -33.37867 28.97199 6.48830
H -24.39878 29.26128 4.39066
H -27.52056 17.90441 5.14338
H -34.67988 22.37968 -0.27870

Atomic forces in eV per Å
0.4 0.4 -0.7
-0.3 0.5 -0.1
0.0 0.4 -0.1
0.2 -0.3 0.0
0.1 -0.3 -0.1
0.2 0.4 0.0
0.0 -0.2 -0.3
-0.4 -0.3 -0.3
0.9 -0.4 0.2
-0.5 0.2 0.4
0.0 0.2 -0.5
0.1 -0.4 1.2
0.0 0.0 0.4
-0.2 -0.1 -0.2
-0.3 -0.9 -0.3
-0.1 0.3 0.0
-0.1 -0.1 -0.1
-0.2 -0.4 0.3
0.4 0.0 0.6
-0.1 0.6 -1.8
0.4 -0.6 0.1
0.1 0.1 0.0
-0.4 0.1 -0.2
0.5 0.2 0.1
-0.1 -0.4 0.0
-0.1 0.1 0.3
-0.4 -0.3 0.6
0.0 0.3 0.0
0.4 0.3 -0.9
-0.4 -0.7 0.9
0.1 1.0 -0.5
0.4 0.1 0.0
0.2 -0.9 2.6
-0.4 -0.5 -0.4
-1.2 -0.4 -0.3
-0.4 0.8 0.7
0.1 -1.1 -0.7
-0.1 -1.1 -0.6
0.3 -0.8 -0.7
0.0 0.8 -1.1
-0.5 -0.1 0.1
0.4 -1.1 0.7
0.3 0.8 -0.4
0.2 0.9 -1.3
0.2 -0.2 -0.7
0.9 0.5 -0.7
-0.2 -0.4 -0.9
-0.1 -0.1 0.7
0.3 0.5 0.0
-0.1 0.1 0.2
0.1 0.0 0.0
0.0 0.5 -0.1
0.1 0.1 -0.3
-0.3 -0.3 0.5
0.1 0.3 0.0
0.0 0.0 -0.1
-0.1 0.2 0.0
0.1 0.0 -0.1
-0.1 -0.6 0.6
-0.1 0.4 0.0
0.2 0.3 0.2
-0.2 -0.4 0.2
0.2 -0.2 0.1
-0.1 0.2 0.1
0.0 0.4 -0.4
0.3 0.5 0.1
0.1 0.1 0.2
-0.1 -0.1 -0.1
0.2 0.1 -0.2
-0.2 0.1 0.2
-0.1 0.0 -0.1
0.2 0.1 0.2
0.0 -0.1 -0.2
0.2 0.0 0.4
-0.2 -0.3 0.6
-0.3 -0.1 0.2
0.0 0.1 0.2
-0.4 0.1 0.1
-0.2 0.3 0.1
0.2 0.0 0.0
-0.3 0.3 -0.2
0.0 0.2 0.4
0.0 -0.1 -0.3
-0.1 0.0 0.2
0.0 0.2 0.1
0.3 0.2 0.2
-0.4 0.0 0.4
-0.2 0.3 0.1
0.1 0.1 0.3
0.2 -0.1 -0.1
0.1 -0.1 0.5
0.0 0.0 -0.2
0.2 0.2 0.0

***

No. 4
Below is C41H32F9O2P2Sc as an isolated structure in a non-equilibrium geometry, with properties calculated with ωB97M-V/def2-TZVPD.

The value obtained for the calculated total energy is -110854.91412 eV. Its net charge is +2.

CARTESIAN COORDINATES (ANGSTROEM)
Sc -0.95069 -0.33073 -0.38882
P 1.15989 -1.89159 -0.72423
P -0.02709 2.19627 -0.34267
F -0.87884 -1.87946 3.33766
F -1.65290 0.00818 4.08915
F -2.75475 -1.85460 4.47828
F -4.51139 -2.60214 2.64134
F -4.53319 -0.11681 3.65460
F -4.77629 0.10321 1.48049
F -3.92781 -2.21244 0.55631
F -2.59768 -3.33838 1.87160
F -3.31118 1.32373 2.53719
O 1.34797 0.08642 1.51608
O -1.89624 -0.55287 1.23575
C -0.37671 2.62348 2.37339
C 0.48518 -3.64376 1.35319
C -4.57329 2.72321 -0.76507
C 0.25635 3.10272 1.21325
C 1.38152 4.78083 2.55640
C -1.79515 2.57700 -0.67183
C -3.86666 0.08036 2.49025
C -2.34331 -1.91668 -2.79449
C -3.92466 1.63782 -1.35304
C -1.98534 -4.19250 -2.02673
C -0.72136 -3.85845 -1.55197
C -2.44992 3.67858 -0.10683
C -2.02672 -1.18547 3.55107
C 1.52883 -3.13273 0.56361
C 4.81266 -2.02400 -3.52669
C 1.22860 4.70383 -3.34768
C 2.36901 2.82647 -1.60577
C -0.25709 -2.53773 -1.67544
C 0.75087 -4.46869 2.43936
C 0.41116 4.00719 -2.45303
C -3.83953 3.75134 -0.16513
C 0.98257 3.08915 -1.55874
C -2.77339 -0.97105 2.22377
C 2.07404 -4.79443 2.75896
C -1.02567 -1.58215 -2.42755
C 3.12257 -4.29154 1.97881
C 3.86970 -3.05929 -3.55681
C -0.13753 3.21596 3.61081
C 4.62848 -0.92765 -2.66946
C 3.17588 3.51739 -2.50913
C 2.57409 -1.92327 -1.85799
C 2.74271 -3.00526 -2.73637
C -2.52655 1.58507 -1.37041
C 2.60749 4.46395 -3.37329
C 2.85674 -3.47192 0.88121
C 0.75559 4.29167 3.70408
C -2.80805 -3.21216 -2.59042
C -3.47217 -2.28587 1.83664
C 1.12118 4.20412 1.30859
C 3.51130 -0.86829 -1.84030
C 2.28088 0.24185 2.29638
H 3.67310 -3.08635 0.26870
H 4.15648 -4.53564 2.23226
H 3.24070 5.00513 -4.07763
H 3.33977 0.15004 2.13715
H 2.27164 0.48537 3.34824
H 3.35176 -0.02322 -1.17044
H -2.01095 0.83325 -2.01267
H 2.80086 2.09288 -0.92374
H -2.33702 -5.22491 -1.95194
H -0.66620 4.17974 -2.43571
H 5.69198 -2.07063 -4.17000
H -5.66483 2.76841 -0.76855
H 4.25032 3.31774 -2.53829
H -3.83046 -3.47927 -2.87161
H -0.63675 2.82315 4.49689
H 0.78031 5.43522 -4.02532
H 5.36631 -0.12107 -2.64540
H -0.10577 -4.62100 -1.05901
H 2.08942 5.60906 2.62194
H -0.54770 -0.64800 -2.78875
H -2.98351 -1.17093 -3.27740
H 1.99633 -3.79962 -2.76876
H -4.35645 4.60689 0.27124
H -4.49645 0.81930 -1.79997
H -0.07513 -4.84916 3.04232
H -1.05139 1.77012 2.30675
H 4.01096 -3.91543 -4.22117
H -1.87780 4.45543 0.40494
H -0.54611 -3.39756 1.11681
H 2.28364 -5.43251 3.62010
H 0.96991 4.73280 4.67979
H 1.59896 4.60289 0.41086

Atomic forces in eV per Å
0.0 0.6 1.6
0.5 -0.8 -0.3
-0.3 1.2 0.0
-0.9 0.5 0.1
-0.4 -0.9 -0.5
0.7 0.6 -1.1
1.1 0.5 -0.9
0.8 0.1 -1.3
0.7 -0.1 0.7
0.4 0.0 0.8
-0.7 1.0 0.0
-0.4 -1.0 -0.1
1.6 0.3 1.2
-0.4 -0.5 0.0
0.2 0.0 0.0
0.2 0.2 -0.1
0.0 -0.1 0.1
0.3 -0.1 0.6
-0.1 -0.1 -0.1
0.3 -0.2 -0.4
-1.3 1.7 0.2
0.3 0.2 -0.4
0.0 -0.3 -0.3
-0.1 0.0 -0.3
-0.1 0.3 0.2
-0.1 -0.4 0.1
1.4 -0.2 1.7
0.0 -0.1 0.4
-0.3 0.1 0.3
0.1 -0.1 0.1
-0.4 0.2 -0.2
-0.1 -0.4 -0.6
0.2 -0.1 0.0
0.2 -0.1 0.2
0.0 -0.1 -0.2
0.3 -0.3 -0.6
0.0 0.0 0.1
0.0 0.2 -0.2
-0.2 -0.9 0.6
-0.1 -0.1 0.1
0.0 0.1 0.0
0.1 0.1 -0.2
0.1 -0.2 -0.2
-0.1 0.0 0.0
0.3 0.6 -0.3
0.1 0.2 0.2
-0.1 0.4 0.6
-0.2 -0.1 0.1
-0.3 0.2 -0.1
0.0 -0.2 -0.1
-0.3 -0.2 0.2
-0.8 -1.8 -0.4
0.0 -0.2 -0.1
-0.3 -0.5 0.0
-0.9 -0.2 -0.2
-0.2 -0.1 0.2
-0.3 0.0 -0.1
-0.2 -0.2 0.2
0.8 -0.4 -1.7
-1.6 0.3 0.8
0.1 -0.2 -0.2
-0.3 0.5 0.2
0.0 0.2 -0.1
0.1 0.4 0.0
0.3 0.0 0.0
-0.3 0.0 0.2
0.4 -0.1 0.0
-0.4 0.1 0.0
0.4 0.2 0.0
0.1 0.2 -0.2
0.2 -0.3 0.2
-0.3 -0.3 0.0
-0.3 0.5 -0.1
-0.3 -0.2 0.0
-0.2 -0.3 0.2
0.3 -0.3 0.0
0.2 0.1 0.0
0.1 -0.2 -0.1
0.1 0.4 0.0
0.3 0.1 -0.2
0.2 0.2 0.1
0.0 0.3 0.2
-0.2 -0.3 -0.1
0.2 0.0 0.1
0.0 0.2 -0.3
-0.1 -0.1 -0.3
-0.1 -0.1 0.3

***

- Which of these has the lowest net charge?
  C15H45N4O25P4

***

- Which of these has the lowest net charge?
  C15H45N4O25P4